Entry 1:
Density functional theory data (ωB97M-V/def2-TZVPD) for a molecular structure, C32H44BCl3MnN5SSi.

## Properties
* energy above the lowest of the compared OMol25 structures with the same formula, charge and spin: 0.000 eV
* E: -4764.038754 Ha
* total charge: -1
* 2S+1: 6
* gap between HOMO and LUMO (alpha / beta): 7.2 / 7.8 eV
* HOMO energy (alpha / beta): -4.79 / -5.38 eV
* max |F|: 0.18 eV Å⁻¹

Positions of all 88 atoms, in Å:
Mn1 0.239 -0.995 -0.568
C1 3.677 -4.094 2.665
C2 2.659 -3.918 1.591
C3 2.004 -4.826 0.785
C4 1.133 -4.066 -0.015
N1 1.257 -2.777 0.283
N2 2.182 -2.709 1.260
C5 0.169 -4.538 -1.048
H1 4.142 -5.074 2.582
H2 3.221 -4.014 3.653
H3 4.456 -3.335 2.591
H4 2.134 -5.895 0.777
H5 2.422 -1.810 1.667
H6 -0.236 -5.512 -0.773
H7 0.653 -4.616 -2.023
H8 -0.653 -3.828 -1.152
C6 -1.112 2.455 1.345
C7 -2.386 1.786 1.852
C8 -3.316 2.802 2.518
C9 -2.059 0.636 2.787
C10 -1.535 0.912 4.046
C11 -1.260 -0.106 4.938
C12 -1.532 -1.416 4.581
C13 -2.043 -1.741 3.328
C14 -2.319 -3.210 3.048
C15 -1.331 -3.815 2.055
C16 -3.761 -3.509 2.634
C17 -2.273 -0.699 2.416
N3 -2.749 -0.956 1.095
B1 -1.969 -0.935 -0.145
N4 -3.025 -0.859 -1.138
C18 -4.273 -0.781 -0.527
C19 -4.109 -0.823 0.809
C20 -2.916 -0.714 -2.551
C21 -3.150 -1.825 -3.371
C22 -3.118 -1.653 -4.750
C23 -2.831 -0.418 -5.305
C24 -2.553 0.656 -4.482
C25 -2.588 0.532 -3.098
C26 -2.248 1.729 -2.233
C27 -3.260 2.860 -2.422
C28 -0.820 2.208 -2.496
C29 -3.404 -3.197 -2.778
C30 -4.878 -3.592 -2.888
C31 -2.512 -4.259 -3.426
H9 -1.348 3.294 0.686
H10 -0.505 1.746 0.781
H11 -0.500 2.832 2.168
H12 -2.916 1.382 0.990
H13 -2.826 3.311 3.350
H14 -4.218 2.320 2.900
H15 -3.615 3.564 1.794
H16 -1.337 1.940 4.326
H17 -0.844 0.118 5.912
H18 -1.338 -2.216 5.288
H19 -2.156 -3.715 4.007
H20 -1.433 -3.342 1.078
H21 -1.512 -4.887 1.943
H22 -0.303 -3.675 2.392
H23 -3.957 -3.185 1.613
H24 -4.475 -3.013 3.295
H25 -3.942 -4.586 2.684
H26 -5.184 -0.702 -1.097
H27 -4.855 -0.781 1.586
H28 -3.294 -2.502 -5.400
H29 -2.779 -0.305 -6.380
H30 -2.271 1.605 -4.923
H31 -2.296 1.411 -1.192
H32 -3.248 3.231 -3.449
H33 -3.023 3.697 -1.760
H34 -4.273 2.520 -2.197
H35 -0.693 2.551 -3.525
H36 -0.100 1.400 -2.340
H37 -0.561 3.029 -1.825
H38 -3.147 -3.143 -1.718
H39 -5.180 -3.650 -3.937
H40 -5.522 -2.867 -2.389
H41 -5.050 -4.570 -2.431
H42 -2.814 -4.456 -4.457
H43 -2.584 -5.201 -2.877
H44 -1.470 -3.938 -3.438
S1 1.236 -1.694 -2.732
C32 0.847 -0.690 -4.017
N5 0.619 -0.027 -4.939
Cl1 2.542 0.503 2.408
Si1 2.209 0.657 0.260
Cl2 2.286 2.755 0.020
Cl3 4.125 0.081 -0.415



Entry 2:
Density functional theory data (ωB97M-V/def2-TZVPD) for a molecular structure, C32H44BLiN7OS3.

## Properties
* E: -2931.248538 Ha
* total charge: 0
* 2S+1: 2
* gap between HOMO and LUMO (alpha / beta): 4.5 / 6.9 eV
* HOMO energy (alpha / beta): -4.68 / -7.02 eV
* max |F|: 2.35 eV Å⁻¹

Positions of all 89 atoms, in Å:
Li1 0.197 0.061 -3.483
C1 -3.550 3.671 -1.520
C2 -2.425 3.168 -0.689
C3 -1.986 3.788 0.450
C4 -0.920 3.249 1.236
N1 -0.289 2.171 0.859
N2 -0.695 1.596 -0.279
B1 -0.056 0.253 -0.420
N3 1.408 0.021 -0.139
N4 1.514 -0.782 0.912
C5 2.738 -1.105 1.293
C6 3.885 -0.500 0.665
C7 3.748 0.305 -0.448
C8 4.919 0.793 -1.266
C9 2.410 0.544 -0.890
S1 2.007 1.403 -2.297
C10 2.902 -1.976 2.533
C11 3.628 -3.278 2.178
C12 1.558 -2.222 3.166
C13 3.766 -1.183 3.527
N5 -0.984 -0.909 -0.374
N6 -1.975 -0.651 0.496
C14 -2.715 -1.615 0.984
C15 -2.514 -2.934 0.540
C16 -1.615 -3.233 -0.481
C17 -1.215 -4.663 -0.845
C18 -0.901 -2.146 -1.056
S2 0.095 -2.222 -2.467
C19 -3.935 -1.213 1.750
C20 -4.074 -2.147 3.003
C21 -5.109 -1.458 0.808
C22 -3.856 0.272 2.187
C23 -1.628 2.060 -1.148
S3 -1.788 1.357 -2.731
C24 -0.535 3.907 2.530
C25 -1.815 3.967 3.443
C26 -0.076 5.327 2.159
C27 0.608 3.102 3.189
H1 -3.175 3.598 -2.583
H2 -3.869 4.688 -1.300
H3 -4.403 2.953 -1.503
H4 -2.541 4.645 0.812
H5 4.872 -0.835 0.985
H6 5.723 1.084 -0.604
H7 4.562 1.553 -1.965
H8 5.305 -0.003 -1.893
H9 2.993 -3.788 1.428
H10 3.738 -3.967 2.977
H11 4.595 -3.075 1.719
H12 0.902 -2.670 2.473
H13 1.056 -1.248 3.437
H14 1.649 -2.821 4.089
H15 4.833 -1.251 3.352
H16 3.580 -1.508 4.538
H17 3.517 -0.114 3.502
H18 -3.061 -3.725 1.081
H19 -0.858 -5.195 0.036
H20 -0.458 -4.497 -1.619
H21 -2.077 -5.267 -1.195
H22 -4.329 -3.134 2.732
H23 -4.927 -1.865 3.627
H24 -3.107 -2.190 3.565
H25 -5.293 -2.556 0.822
H26 -4.820 -1.132 -0.210
H27 -5.972 -0.868 1.176
H28 -3.072 0.478 2.904
H29 -4.810 0.541 2.606
H30 -3.705 0.895 1.300
H31 -2.601 4.613 3.045
H32 -1.451 4.401 4.408
H33 -2.131 2.951 3.666
H34 -0.821 5.776 1.499
H35 0.860 5.307 1.537
H36 0.046 5.997 3.007
H37 0.359 2.084 3.442
H38 0.986 3.495 4.146
H39 1.449 3.066 2.486
O1 0.222 0.185 -5.410
N7 1.204 -0.498 -6.018
C28 0.931 -1.751 -6.565
C29 1.914 -2.339 -7.349
C30 3.163 -1.759 -7.443
C31 3.465 -0.537 -6.844
C32 2.423 0.117 -6.226
H40 -0.083 -2.119 -6.527
H41 1.569 -3.271 -7.835
H42 3.977 -2.278 -7.958
H43 4.467 -0.087 -6.839
H44 2.481 1.140 -5.887